Entry 1:
{"formula": "C29H41F5LaP2", "method": "the ωB97M-V functional and the def2-TZVPD basis", "elements": ["La", "P", "P", "F", "F", "F", "F", "F", "C", "C", "C", "C", "C", "C", "C", "C", "C", "C", "C", "C", "C", "C", "C", "C", "C", "C", "C", "C", "C", "C", "C", "C", "C", "C", "C", "C", "C", "H", "H", "H", "H", "H", "H", "H", "H", "H", "H", "H", "H", "H", "H", "H", "H", "H", "H", "H", "H", "H", "H", "H", "H", "H", "H", "H", "H", "H", "H", "H", "H", "H", "H", "H", "H", "H", "H", "H", "H", "H"], "coordinates": [[-2.112, -0.501, 0.716], [-3.410, -3.022, -2.178], [-4.602, -0.671, -0.578], [-0.432, -1.505, 6.830], [-1.492, -4.548, 3.325], [-0.197, -4.089, 5.758], [-2.741, -2.522, 2.029], [-1.213, 0.498, 5.422], [-0.713, -1.771, 5.539], [1.281, -1.646, -5.402], [1.911, -2.694, -4.525], [-4.092, -2.607, -3.848], [-1.801, -2.222, 3.098], [-0.476, 1.084, -0.631], [-0.068, -2.828, -3.028], [-1.643, -0.904, 3.468], [0.556, 0.302, 0.043], [-1.186, 1.839, 0.376], [-0.672, 1.289, -2.093], [-0.531, 1.587, 1.616], [1.512, -0.657, -0.582], [-0.698, -3.070, 5.033], [-1.169, -0.707, 4.762], [-5.332, 0.225, -2.028], [-0.701, 2.253, 2.914], [-1.337, -0.930, -4.210], [-0.613, -1.398, -2.936], [-3.696, -4.820, -2.352], [-1.303, -3.311, 3.807], [1.447, -2.849, -3.273], [-0.057, -2.222, -5.946], [-4.786, -2.512, -1.088], [-1.141, -1.344, -5.483], [1.363, 0.097, 2.525], [-2.482, 2.592, 0.150], [-6.176, -0.516, 0.331], [0.520, 0.640, 1.419], [-1.232, -1.281, -1.983], [2.725, -3.292, -4.979], [0.846, -0.745, 2.991], [-6.995, -0.987, -0.221], [-3.240, 2.341, 0.927], [-1.469, 0.689, -2.578], [2.140, -2.909, -2.416], [1.547, 0.816, 3.332], [-4.068, -5.262, -1.425], [-3.267, -2.808, -4.551], [-4.728, -3.075, -0.129], [-4.333, -1.540, -3.871], [1.957, -0.234, -1.500], [-5.786, -2.698, -1.542], [1.924, -1.232, -6.209], [2.357, -0.264, 2.223], [1.032, -0.789, -4.750], [0.293, 1.102, -2.586], [-2.736, -5.296, -2.588], [-2.354, 3.704, 0.181], [-0.050, -2.187, -7.040], [-1.484, 2.999, 2.924], [-0.978, 1.576, 3.720], [-2.968, 2.320, -0.809], [-6.102, -0.967, 1.319], [-1.725, -0.890, -6.279], [-5.451, 1.256, -1.672], [-6.303, -0.202, -2.346], [-0.946, 2.320, -2.349], [-0.336, -3.366, -2.108], [-6.413, 0.546, 0.439], [-4.396, -5.064, -3.158], [-0.185, -3.287, -5.708], [0.297, -0.822, -2.757], [2.317, -0.920, 0.126], [-4.665, 0.279, -2.889], [0.235, 2.762, 3.178], [-0.651, -3.296, -3.822], [-2.161, -0.237, -4.061], [-4.993, -3.185, -4.100], [1.010, -1.601, -0.865]], "mulliken_charge": [1.0220, 0.8093, 0.8557, -0.2756, -0.2988, -0.2906, -0.3016, -0.3788, 0.4316, -0.1875, -0.7359, -1.4574, 0.9427, 1.6717, -1.0829, -0.8857, 1.0910, -1.3203, -1.2962, 1.5425, -0.9219, 0.3544, 0.2021, -1.4053, -1.5173, -0.3610, 1.9544, -1.3855, -0.1039, -0.8180, -0.9864, -1.4025, -0.7843, -1.6330, -1.2350, -1.3827, -0.4230, -1.4007, 0.3486, 0.0712, 0.4355, 0.4087, -0.1529, 0.4105, 0.3786, 0.4225, 0.3508, 0.5921, 0.2585, 0.3289, 0.4500, 0.5128, 0.4976, -0.1278, 0.5091, 0.3396, 0.3804, 0.4808, 0.4505, 0.1182, 0.3125, 0.4044, 0.4439, 0.5096, 0.4398, 0.4752, 0.6189, 0.4406, 0.4027, 0.3814, 0.1949, 0.3874, 0.3076, 0.3871, 0.5584, 0.2874, 0.5608, -0.1827], "lumo_ev": -3.65, "homo_ha": -0.384, "orbital_gap_ev": 6.80, "total_charge": 1, "spin_multiplicity": 1}

=====

Entry 2:
{"formula": "C58H146N16O13", "method": "the ωB97M-V functional and the def2-TZVPD basis", "elements": ["O", "O", "O", "O", "O", "O", "O", "O", "O", "O", "O", "O", "O", "N", "N", "N", "N", "N", "N", "N", "N", "N", "N", "N", "N", "N", "N", "N", "N", "C", "C", "C", "C", "C", "C", "C", "C", "C", "C", "C", "C", "C", "C", "C", "C", "C", "C", "C", "C", "C", "C", "C", "C", "C", "C", "C", "C", "C", "C", "C", "C", "C", "C", "C", "C", "C", "C", "C", "C", "C", "C", "C", "C", "C", "C", "C", "C", "C", "C", "C", "C", "C", "C", "C", "C", "C", "C", "H", "H", "H", "H", "H", "H", "H", "H", "H", "H", "H", "H", "H", "H", "H", "H", "H", "H", "H", "H", "H", "H", "H", "H", "H", "H", "H", "H", "H", "H", "H", "H", "H", "H", "H", "H", "H", "H", "H", "H", "H", "H", "H", "H", "H", "H", "H", "H", "H", "H", "H", "H", "H", "H", "H", "H", "H", "H", "H", "H", "H", "H", "H", "H", "H", "H", "H", "H", "H", "H", "H", "H", "H", "H", "H", "H", "H", "H", "H", "H", "H", "H", "H", "H", "H", "H", "H", "H", "H", "H", "H", "H", "H", "H", "H", "H", "H", "H", "H", "H", "H", "H", "H", "H", "H", "H", "H", "H", "H", "H", "H", "H", "H", "H", "H", "H", "H", "H", "H", "H", "H", "H", "H", "H", "H", "H", "H", "H", "H", "H", "H", "H", "H", "H", "H", "H", "H", "H", "H", "H", "H", "H", "H", "H", "H", "H"], "coordinates": [[1.248, -4.032, -7.259], [-2.410, -3.415, -5.781], [-4.427, -0.658, 1.552], [-1.891, -0.412, 7.593], [1.195, -7.002, 0.358], [3.298, 1.688, 4.945], [0.095, -0.846, -0.616], [2.562, 1.924, -7.075], [2.827, -3.100, 4.236], [-3.834, 4.586, 6.791], [-4.185, 3.506, -3.931], [2.146, 4.270, 0.028], [2.149, 6.319, 3.280], [-1.197, -0.169, 1.647], [-5.769, 2.722, 0.992], [2.367, -4.171, -6.355], [-4.489, -3.902, -2.814], [-2.980, 5.618, 3.321], [-1.479, -0.268, 4.915], [-4.042, 2.312, -4.674], [3.159, 2.164, 6.250], [3.703, 5.824, 0.577], [2.378, 4.034, 3.270], [3.961, 3.285, -4.865], [2.728, 5.093, 5.126], [0.609, -2.755, 4.574], [4.083, 4.490, -1.157], [4.807, -6.306, 0.613], [1.716, -1.331, 3.236], [-3.216, -4.197, -4.952], [-2.167, -4.008, -7.013], [-4.126, 1.288, -6.931], [-2.362, -1.440, 6.787], [2.306, 1.690, -5.697], [3.097, -3.814, -4.046], [-3.149, -2.033, 4.445], [3.876, -4.143, -8.229], [4.219, -2.894, -4.613], [4.456, 1.999, 6.898], [-3.716, 5.249, 5.518], [1.198, -2.409, -5.034], [-0.635, 0.911, 0.884], [3.157, 1.586, -3.399], [-2.896, 1.506, -4.182], [1.797, 2.144, 8.291], [1.828, -2.438, 4.072], [-2.688, -0.909, 5.368], [-1.489, -0.926, 8.829], [0.541, 0.320, 0.114], [-2.847, 0.206, -5.083], [1.777, 2.851, -7.779], [4.277, 2.521, 8.350], [-0.120, 2.079, 1.677], [3.113, 1.907, 9.070], [0.479, -8.222, 0.349], [3.529, -3.446, -6.931], [-5.090, 1.642, 1.698], [2.337, 5.232, 3.846], [-2.865, 0.549, -6.583], [-5.480, 1.418, 3.186], [1.783, 0.056, 6.879], [2.596, -7.259, 0.422], [-2.186, -3.280, -2.840], [5.465, 2.894, 6.133], [1.199, -1.617, -1.141], [-5.375, 0.313, 0.991], [-1.163, 4.973, 4.891], [1.877, 1.575, 6.828], [4.681, -3.430, -5.947], [3.154, -2.012, -7.332], [-4.634, 3.401, 6.701], [-3.175, 1.118, -2.767], [3.471, 1.932, -4.823], [3.406, -5.953, 0.442], [1.875, -3.791, -5.004], [-2.651, 4.814, 4.465], [3.151, -5.155, -0.845], [-1.538, 2.236, -4.229], [-3.464, -3.355, -3.700], [-5.670, 3.242, -6.251], [-4.271, 2.624, -6.122], [0.806, -4.857, -4.599], [-4.531, -1.856, 0.778], [0.642, 2.086, 6.032], [-3.279, 3.625, -6.704], [4.950, 0.547, 6.998], [3.205, 4.860, -0.220], [5.054, 3.887, 5.976], [0.792, -8.823, 1.240], [-6.531, 1.165, 3.331], [-4.113, 0.585, -2.614], [0.982, -5.802, -5.131], [-0.236, 1.666, 6.513], [-0.084, -2.034, 4.689], [-3.052, -3.999, -7.713], [4.391, 1.421, -5.127], [-0.797, 1.538, -3.844], [-5.382, -4.009, -3.288], [-2.038, 0.136, 2.137], [-3.715, -0.453, -4.908], [-2.406, -2.843, -1.873], [-6.192, 3.331, 1.680], [2.986, 2.275, 10.092], [1.679, -2.203, -0.330], [3.186, -1.349, -6.463], [5.085, -4.426, -5.793], [4.835, -0.019, 6.073], [3.123, 6.067, 1.364], [-1.238, 2.534, -5.245], [-2.702, -5.160, -4.661], [4.278, -5.123, -7.981], [0.851, 1.801, 8.734], [2.158, 2.909, -8.807], [1.769, 3.845, -7.310], [0.952, -4.933, -7.454], [-3.790, -2.358, -3.975], [-4.255, 1.460, -8.009], [-1.426, 0.071, 3.951], [-6.413, 0.013, 1.143], [1.688, 3.227, 8.158], [4.466, 3.619, -5.681], [-0.977, 2.624, 2.099], [2.955, -4.272, -8.829], [6.364, 2.969, 6.744], [-1.111, 4.657, 5.927], [2.495, -1.302, 2.587], [5.219, 2.324, 8.863], [-5.135, 3.255, 0.405], [2.835, 3.237, 3.706], [1.972, 0.663, -5.475], [0.740, -5.063, -3.520], [-2.351, 0.470, -2.467], [1.787, -0.401, 5.874], [4.050, 1.590, -2.779], [1.979, -0.939, -1.529], [6.014, 0.547, 7.218], [-5.200, 2.248, 3.830], [-5.705, 4.098, -5.577], [3.952, 3.633, -1.690], [-4.076, 2.586, 6.195], [-0.167, -4.480, -4.935], [3.187, 0.819, 9.182], [-3.567, -1.748, 3.461], [0.615, -3.443, 5.343], [-1.158, -0.073, 9.429], [5.488, -2.795, -6.361], [3.197, 0.729, 4.874], [5.061, -2.952, -3.901], [0.554, 3.177, 6.040], [-0.861, 6.020, 4.785], [-3.363, 4.603, -6.194], [0.382, -2.379, -5.767], [3.313, -4.073, -0.735], [-3.992, 1.755, 1.706], [2.687, -3.568, -3.057], [-5.165, 0.382, -0.084], [0.824, -0.164, 7.332], [0.320, 2.807, 0.967], [3.863, -5.508, -1.612], [0.725, 2.516, -7.847], [5.033, -6.716, 1.514], [-3.624, 5.201, 2.656], [-3.444, 3.786, -7.782], [1.032, 1.032, -0.568], [-4.743, 5.296, 5.138], [4.476, -0.024, 7.792], [2.890, 4.161, 5.459], [1.899, -1.632, -5.306], [-2.720, 3.716, 4.344], [4.100, 3.605, 8.366], [-3.507, 4.192, -4.037], [2.412, 2.287, -2.988], [-1.839, -5.070, -6.901], [3.952, -1.672, -7.994], [0.834, -2.259, -1.945], [-4.230, -4.484, -5.326], [-4.310, -4.914, -2.710], [-1.965, -0.373, -4.776], [4.881, 5.083, -1.249], [-1.651, 3.072, -3.551], [2.899, -7.847, -0.465], [-2.244, 3.265, -6.593], [-3.542, -0.208, 5.429], [-5.561, 3.567, 6.136], [2.128, -5.308, -1.242], [-1.316, 1.273, 0.098], [-0.707, -1.689, 8.705], [2.552, -0.393, 7.513], [-1.795, -4.272, -2.672], [-3.919, -2.536, 5.018], [-5.522, -2.316, 0.877], [3.950, -1.835, -4.731], [4.602, 6.211, 0.331], [0.699, 1.741, 4.994], [5.722, 2.422, 5.165], [-1.561, -2.212, 6.752], [-4.959, 0.632, -6.635], [-4.387, -1.667, -0.284], [-3.132, 2.026, -2.168], [2.516, 5.833, 5.777], [-1.197, 0.517, 5.472], [0.616, -8.810, -0.590], [-4.860, 3.087, 7.746], [-0.573, -7.939, 0.474], [-1.936, 1.089, -6.778], [-2.841, -0.339, -7.204], [0.764, -2.159, -4.062], [-3.751, -2.562, 1.100], [4.617, -3.587, -8.808], [-3.436, 6.262, 5.814], [-1.391, -2.722, -3.353], [5.432, -5.544, 0.381], [2.705, 0.599, -3.285], [3.356, 4.012, -4.479], [0.522, 1.831, 2.531], [0.819, -1.290, 2.767], [-3.263, -1.922, 7.194], [-6.363, 2.470, -5.903], [-2.292, -2.704, 4.351], [-2.353, -1.409, 9.330], [2.761, -7.893, 1.304], [-0.477, 4.345, 4.296], [-4.870, 0.562, 3.474], [1.499, 2.344, -5.325], [2.169, 4.032, 2.285], [-1.337, -3.444, -7.446], [-5.917, 3.582, -7.249], [-1.462, -0.963, 1.069], [-2.207, 5.802, 2.684], [2.172, -1.942, -7.846], [3.416, -4.875, -4.027], [1.313, -0.017, 0.849], [3.016, -5.369, 1.290]], "mulliken_charge": [-0.4411, 0.0783, -0.0749, -0.1570, -0.1972, -0.6848, 0.0746, -0.3597, -0.6905, -0.3969, -0.5073, -0.6664, -0.8097, 0.4428, -0.6711, -0.1891, -0.7476, -0.7160, 1.6107, 0.0291, 1.7911, -0.3617, 0.3295, -0.6316, -0.3250, -0.2458, -0.3357, -0.7548, 0.1756, -0.6643, -0.9590, -1.2990, -0.9676, 0.2725, -1.0748, -1.2308, -1.8912, -0.0125, 1.4287, -1.1322, 1.1653, 1.7814, -0.8977, 2.8398, -1.5159, 0.1093, 0.6254, -0.8975, -1.1537, -1.0949, -0.5995, -1.3728, -1.4751, -0.7253, -0.7602, 1.6965, 1.3558, 0.4484, 0.0241, -1.0050, -0.6224, -1.0709, -0.5494, -1.9550, -0.3076, -0.8189, -1.1358, 1.0413, -1.3903, -1.1623, -0.3298, -2.7093, 0.3679, 1.0564, 2.5647, 1.7518, -1.2135, -1.6288, 1.4696, -2.0127, 1.4456, -1.5202, -0.9258, -1.6313, -1.3784, -1.7308, 0.7962, 0.3462, 0.3122, 0.4070, 0.6327, 0.5131, 0.7323, 0.1038, 0.3036, 0.2404, 0.3021, 0.2886, -0.4747, -0.0914, 0.1662, 0.2644, 0.4636, 0.3673, -0.0477, 0.3220, 0.2609, 0.1826, 0.0200, 0.2270, 0.4393, 0.3741, 0.2498, 0.3132, 0.3577, -0.6315, 0.5178, -0.6098, 0.3252, 0.4044, 0.2258, 0.2838, 0.3446, 0.4959, 0.4224, 0.1977, 0.4337, 0.2938, -0.0075, -0.4599, 0.0539, 0.2453, -0.1314, 0.5518, 0.2777, 0.4867, 0.3611, 0.4089, 0.1291, -0.0721, 0.0220, 0.3105, -0.1607, 0.2650, 0.2107, 0.4193, 0.2242, 0.3713, 0.3444, 0.4564, 0.3725, 0.2351, 0.2582, -0.5228, -0.0317, 0.1380, -0.0554, 0.5288, 0.3507, 0.1494, 0.2433, 0.1873, 0.4101, 0.4402, 0.4647, 0.3974, -0.0861, -1.5800, -0.4557, 0.3252, 0.3420, 0.3851, 0.3439, 0.4769, -0.4349, 0.2968, 0.2784, 0.2544, 0.1198, 0.6106, 0.3153, 0.1887, 0.1945, 0.3035, 0.2531, -0.4067, 0.3477, 0.4331, 0.4374, 0.6214, 0.3553, -0.2512, 0.1503, -0.0559, 0.3761, 0.3056, 0.2926, 0.2089, 0.5368, 0.2481, -0.6097, 0.2868, 0.2769, 0.2188, -0.0832, 0.2622, -0.4629, 0.3006, 0.3824, 0.3174, -0.2777, 0.2141, -0.2835, 0.2220, -0.0283, -0.0447, 0.4490, 0.4087, 0.3372, 0.3175, 0.4427, -0.1283, -0.0498, 0.2238, -0.0825, 0.2188, 0.4018, -0.0185, 0.2882, 0.1803, 0.4707, -0.0914, 0.0703], "lumo_ev": 0.53, "homo_ha": -0.313, "orbital_gap_ev": 9.05, "spin_multiplicity": 1}